One molecule with the formula C3H4N2O, computed with wB97M-V/def2-TZVPD.

Geometry as XYZ:
```
10
Properties=species:S:1:pos:R:3:forces:R:3:mulliken_charge:R:1
N 1.63469 -0.11378 -0.35008 -0.0472 0.0353 -0.0123 -0.495
C 0.32590 0.30775 -0.36423 -0.3491 -0.0856 0.0433 0.206
C -0.60584 1.19170 -0.27993 0.2187 0.2019 -0.0086 -0.202
C -1.08335 -0.21003 -0.07937 0.0549 -0.2934 -0.1518 -0.379
N -1.19040 -0.84505 1.23367 0.3123 0.2626 0.3260 -0.007
O -0.15042 -0.78457 1.85215 -0.5792 -0.0394 -0.0367 -0.343
H 1.76746 -0.88126 0.29584 0.0206 -0.0283 -0.2790 0.255
H 2.11996 -0.22534 -1.22834 -0.1518 0.0962 0.0237 0.249
H -0.98363 2.19993 -0.32715 0.0879 -0.0893 0.0757 0.386
H -1.83437 -0.63936 -0.75256 0.4329 -0.0599 0.0196 0.331
```
Forces are in eV/Å.

Results
SMILES: NC1=C[C@@H]1N=O
LUMO level in eV: 0.21
Total charge: 0

=====

C17H30BaN5O3 as an isolated structure, computed with wB97M-V/def2-TZVPD.

Geometry as XYZ:
```
56
Properties=species:S:1:pos:R:3:forces:R:3:mulliken_charge:R:1
Ba 0.36582 1.33046 -0.63116 -5.5916 -3.7431 1.4933 1.718
N -1.73884 3.30383 -1.50663 0.2044 0.1174 -0.0983 -0.499
C -1.27272 4.26242 -0.48782 -0.0056 0.2239 -0.0529 -0.563
C 0.23285 4.44181 -0.72785 -0.2905 0.6618 0.0602 0.493
O 0.57916 5.31184 -1.54867 0.0175 -0.1461 0.0037 -0.749
N 0.95952 3.56224 -0.06193 0.4854 1.8925 0.6522 -0.711
C 2.38300 3.53030 -0.38159 0.2106 0.5134 -0.0123 -0.126
C 2.64845 2.07744 -0.71898 3.2915 0.6925 0.0295 -0.107
O 3.05019 1.31955 0.18477 -0.0468 -0.0542 -0.0055 -0.588
O 2.21404 1.65710 -1.83111 2.3004 0.4361 -1.8142 -0.807
H -1.43885 3.66053 -2.40979 -0.0892 0.0320 -0.0210 0.193
H -2.74922 3.25614 -1.52696 -0.0285 -0.1747 0.0331 0.189
H -1.46069 3.85198 0.50644 -0.0215 -0.0340 -0.0204 0.228
H -1.75713 5.24058 -0.57038 0.0130 -0.0213 0.0266 0.380
H 2.98192 3.82248 0.48409 0.0045 -0.0483 -0.0016 0.238
H 2.60452 4.18703 -1.22618 0.0286 -0.0686 -0.0334 0.359
N 0.59729 1.27883 2.56044 0.0651 -0.0081 -0.1938 -0.157
C 0.37852 0.17154 3.49242 -0.0678 -0.1604 0.0115 -0.732
C 1.67337 -0.53190 3.90178 0.0526 0.0911 -0.1477 -0.904
C 2.63949 -0.85518 2.75991 -0.2072 -0.0695 -0.0355 -0.167
C 2.09634 -1.82629 1.70785 0.2374 0.1504 -0.0457 -0.064
N 2.96744 -1.96363 0.53513 -0.0697 0.0077 0.0588 -0.627
H 1.44173 1.79832 2.77303 -0.0188 0.0138 -0.0275 0.133
H -0.17546 1.93208 2.59138 0.0240 0.0367 0.0027 0.223
H -0.29186 -0.53921 3.00235 -0.0120 -0.0097 0.0099 0.270
H -0.12228 0.49670 4.41380 -0.0281 -0.0089 -0.0263 0.368
H 1.39625 -1.45162 4.42639 0.0139 0.0058 0.0476 0.334
H 2.20186 0.09700 4.62706 -0.0236 -0.0061 0.0180 0.348
H 3.55131 -1.27948 3.19416 0.0453 0.0151 -0.0466 0.398
H 2.92463 0.05798 2.23636 0.0477 0.0719 0.0229 0.126
H 1.11906 -1.48257 1.35572 -0.0350 -0.0719 0.0271 -0.267
H 1.95996 -2.81967 2.14663 -0.1362 0.0224 0.0123 0.379
H 3.90260 -2.20755 0.84220 0.0241 -0.0974 0.0212 0.278
H 3.07097 -1.04912 0.10373 -0.0113 0.1175 -0.0399 0.282
C 0.38124 -3.82375 -2.81904 -0.0667 0.0151 0.0101 -0.948
N -0.79821 -3.02739 -2.54305 -0.0119 -0.0248 -0.0366 -0.115
C -0.90927 -1.92834 -3.48248 -0.0319 -0.0423 0.1106 -0.808
C -0.76634 -2.55078 -1.16000 -0.1439 0.0578 -0.0255 -0.664
C -1.98296 -1.74524 -0.75206 -0.2417 -0.0167 0.0570 -0.495
C -3.21667 -2.40115 -0.77510 0.0635 -0.1043 -0.0532 -0.609
C -4.37219 -1.74769 -0.37678 -0.0118 -0.0073 0.0062 -0.451
C -4.27942 -0.43220 0.05940 -0.0611 0.1464 0.0389 -0.583
C -3.04177 0.20401 0.06753 -0.0016 -0.1019 -0.0500 -0.192
C -1.84322 -0.40594 -0.34584 -0.1087 -0.3173 0.0701 0.427
H 0.35084 -4.18646 -3.84871 0.0123 -0.0036 0.0031 0.339
H 0.40310 -4.68577 -2.14966 0.0347 0.0052 0.0008 0.296
H 1.31602 -3.25599 -2.67365 0.0099 -0.0076 -0.0095 0.302
H -0.93588 -2.32373 -4.49959 0.0200 0.0370 -0.0171 0.346
H -0.06291 -1.22069 -3.40248 0.0179 -0.0131 -0.0329 0.197
H -1.83099 -1.38056 -3.29092 0.0233 0.0420 -0.0205 0.297
H 0.13900 -1.94178 -0.98595 0.0197 -0.0420 0.0398 -0.008
H -0.69872 -3.43897 -0.52274 0.1534 0.0087 0.0074 0.561
H -3.26479 -3.43262 -1.11778 -0.0295 0.0162 0.0130 0.326
H -5.33022 -2.25586 -0.39634 0.0097 -0.0085 -0.0043 0.349
H -5.17189 0.09725 0.38448 0.0024 -0.0287 0.0045 0.360
H -3.01800 1.24172 0.41416 -0.0410 0.0105 -0.0196 0.200
```
Forces are in eV/Å.

Results
LUMO level in eV: 2.48
Total charge: -1

=====

One molecule with the formula C20H35N3O5S, computed with wB97M-V/def2-TZVPD.

Geometry as XYZ:
```
64
Properties=species:S:1:pos:R:3:forces:R:3:mulliken_charge:R:1
C -1.71884 3.42744 5.85751 -0.0011 0.0017 -0.0012 -2.114
C -1.50724 1.92582 5.67215 0.0030 -0.0013 0.0057 2.207
C -1.23511 1.30296 7.04399 -0.0003 0.0015 0.0039 -1.849
C -2.76475 1.31592 5.03489 -0.0014 0.0011 -0.0069 -1.203
C -2.59085 -0.14309 4.62185 -0.0021 -0.0009 -0.0034 -0.793
C -1.39596 -0.31164 3.68869 -0.0025 -0.0065 -0.0082 -0.589
C -0.11977 0.24329 4.33417 0.0197 0.0027 0.0231 0.951
C 1.07185 -0.00091 3.42466 -0.0125 0.0134 -0.0253 -0.332
O 1.86007 -0.90999 3.62365 -0.0017 -0.0076 0.0018 -0.703
N 1.19259 0.83979 2.35805 -0.0014 -0.0118 0.0004 0.004
C 2.09953 0.52221 1.27545 0.0043 -0.0041 0.0069 -1.604
C 1.47993 -0.44138 0.28285 -0.0020 0.0025 -0.0001 0.718
C 2.43123 -0.82815 -0.83790 0.0062 -0.0057 0.0049 -0.729
C 1.70910 -1.69800 -1.86365 0.0026 0.0020 -0.0030 -1.283
C 0.43971 -1.01144 -2.33835 -0.0040 0.0044 -0.0002 2.267
C -0.39793 -0.62967 -1.12682 0.0003 -0.0023 0.0071 -1.293
O 0.32128 0.20642 -0.23915 0.0021 -0.0001 -0.0023 -0.435
C 0.61136 0.17847 -3.31202 -0.0631 0.1521 -0.0049 -1.206
C -0.58747 -0.35708 -4.12298 -0.0168 -0.1926 -0.0098 0.153
N -0.44479 -0.30074 -5.56709 0.2717 -0.0179 0.0295 -0.130
C -0.67774 -1.34776 -6.38765 -0.1906 0.0728 -0.0216 0.574
O -1.26994 -2.36089 -6.07403 -0.0042 -0.0040 0.0045 -0.610
C -0.18868 -1.16939 -7.82500 -0.0033 -0.0102 0.0062 -0.923
S 1.52733 -0.74727 -7.99418 0.0106 0.0005 -0.0204 1.174
N 2.28688 -1.89728 -7.10195 -0.0079 -0.0055 0.0074 -0.492
O 1.87032 -0.92049 -9.37232 0.0022 -0.0021 0.0099 -0.638
O 1.74808 0.50769 -7.32406 -0.0014 0.0026 -0.0006 -0.660
C -0.39729 -1.72012 -3.42332 -0.0011 -0.0029 -0.0029 -1.692
C -0.31468 1.70911 4.72749 -0.0081 -0.0127 -0.0107 -1.362
H -1.91845 3.91537 4.90056 0.0005 -0.0001 0.0000 0.426
H -2.56654 3.62174 6.51855 -0.0008 -0.0014 -0.0007 0.445
H -0.83491 3.89474 6.29777 0.0002 -0.0004 0.0006 0.419
H -1.08444 0.22484 6.99752 -0.0014 0.0002 -0.0020 0.377
H -0.34111 1.74282 7.49190 0.0006 0.0001 -0.0013 0.394
H -2.07446 1.49106 7.71736 0.0000 0.0002 -0.0009 0.433
H -3.60671 1.41925 5.72581 0.0018 0.0000 0.0030 0.444
H -3.01752 1.90451 4.14458 -0.0005 -0.0010 0.0004 0.354
H -2.45145 -0.77189 5.50577 0.0019 -0.0003 -0.0001 0.367
H -3.49919 -0.49917 4.13099 -0.0016 0.0014 0.0032 0.402
H -1.25209 -1.36357 3.43139 0.0039 0.0008 0.0004 0.420
H -1.59054 0.22285 2.75048 0.0021 0.0017 0.0013 0.181
H 0.10102 -0.34863 5.22447 -0.0038 0.0047 0.0018 0.197
H 0.40120 1.41590 2.12464 0.0046 0.0058 0.0066 0.317
H 2.37395 1.44439 0.75949 -0.0053 0.0008 -0.0014 0.428
H 2.99609 0.07871 1.70481 0.0005 0.0004 -0.0013 0.381
H 1.16267 -1.34661 0.82260 -0.0001 -0.0005 -0.0005 0.299
H 2.80086 0.08587 -1.31510 -0.0038 0.0013 -0.0022 0.298
H 3.29267 -1.35260 -0.41855 0.0003 0.0021 0.0004 0.413
H 2.35654 -1.91651 -2.71732 -0.0005 -0.0015 0.0008 0.443
H 1.44543 -2.65990 -1.40900 -0.0015 0.0005 0.0020 0.379
H -1.29210 -0.07523 -1.41721 0.0013 0.0005 -0.0032 0.456
H -0.71827 -1.54340 -0.60388 0.0006 0.0001 -0.0010 0.419
H 0.54078 1.18380 -2.89750 -0.0004 0.0013 -0.0002 0.247
H 1.53481 0.08934 -3.88987 -0.0001 -0.0011 0.0026 0.372
H -1.52349 0.11575 -3.82099 0.0033 -0.0019 0.0060 0.199
H 0.14134 0.43682 -5.93332 -0.0026 -0.0013 0.0000 0.333
H -0.34515 -2.10655 -8.35277 -0.0028 0.0027 -0.0020 0.354
H -0.72793 -0.36974 -8.33592 -0.0003 0.0015 0.0009 0.376
H 2.75986 -2.58733 -7.66925 0.0030 0.0050 -0.0028 0.262
H 2.86689 -1.49595 -6.37842 0.0034 0.0005 -0.0032 0.264
H 0.22087 -2.38786 -4.02265 0.0008 0.0010 0.0003 0.397
H -1.29465 -2.25661 -3.11860 0.0002 -0.0020 -0.0015 0.334
H -0.49138 2.31031 3.82752 -0.0009 0.0064 0.0044 0.337
H 0.59721 2.09965 5.18918 0.0004 0.0034 0.0000 0.428
```
Forces are in eV/Å.

Results
SMILES: CC1(C)CCC[C@@H](C(=O)NC[C@@H]2CC[C@]3(CO2)C[C@H](NC(=O)CS(N)(=O)=O)C3)C1
LUMO level in eV: 0.40
Total charge: 0

=====

A 2-piece molecular cluster, C5H15N2O overall, computed with wB97M-V/def2-TZVPD.

Geometry as XYZ:
```
23
Properties=species:S:1:pos:R:3:forces:R:3:mulliken_charge:R:1
C 0.84312 -0.08638 -1.71730 -1.0819 0.1564 -0.4937 -0.759
O 0.18903 0.20129 -0.57462 0.4866 0.1963 -0.0058 -0.462
C 1.47081 -1.46675 -1.69229 -1.6723 -1.1993 0.5004 -0.308
N 1.82466 -1.97441 -3.00332 -0.1862 -0.3362 -0.9806 -0.596
H 0.05520 -0.13088 -2.57230 1.0981 0.1877 0.0960 0.205
H 1.68318 0.60531 -1.99959 -0.4594 0.1661 -0.1619 0.109
H 2.37510 -1.47170 -1.13864 0.7925 0.1110 1.0063 0.284
H 0.66671 -2.06768 -1.13845 1.1228 0.2929 -0.5637 0.155
H 2.24697 -2.90070 -2.98404 -0.1130 0.2255 0.2255 0.202
H 0.97288 -2.06583 -3.55056 0.1300 0.0611 -0.0767 0.215
C -0.31731 2.03568 1.63731 -0.0333 -0.3903 -1.1295 -0.781
N -1.21237 0.97966 2.10148 -0.0167 -1.5511 1.0135 -0.210
C -2.33010 0.81096 1.17973 1.9286 1.0886 -1.6250 -0.783
C -0.47461 -0.32211 2.26305 -0.1432 0.7613 0.1246 -0.588
H -0.90622 2.94374 1.62639 -0.1772 0.4779 -0.1064 0.341
H 0.09064 1.82139 0.58978 -0.2995 0.1398 1.2575 0.221
H 0.47426 2.19718 2.36281 0.2775 -0.1576 0.0957 0.288
H -3.07276 0.13678 1.50331 -0.6821 -1.0636 0.6524 0.295
H -2.78363 1.79001 1.11183 -0.4384 0.3615 -0.2205 0.306
H -1.92732 0.53730 0.15131 -0.5549 0.0783 0.9050 0.225
H -1.09610 -1.14771 2.70226 0.1847 0.9163 -0.3350 0.253
H 0.37118 -0.12934 2.95463 -0.3462 -0.2067 -0.3204 0.268
H -0.09988 -0.59332 1.26807 0.1833 -0.3159 0.1423 0.120
```
Forces are in eV/Å.

Results
LUMO level in eV: 4.13
Total charge: -1

=====

A 2-piece molecular cluster, C10H27N4OP overall, computed with wB97M-V/def2-TZVPD.

Geometry as XYZ:
```
43
Properties=species:S:1:pos:R:3:forces:R:3:mulliken_charge:R:1
H -3.18225 -4.93695 -0.88192 -0.0508 -0.0152 -0.0202 0.204
N -3.29910 -4.43018 -0.00830 -0.4259 -0.3194 0.0826 -0.750
C -3.13631 -3.18178 -0.17094 -0.0010 -0.5054 -0.5066 0.444
N -3.31740 -2.32106 0.91372 -0.0983 0.4415 0.2109 -0.503
N -2.83930 -2.57118 -1.40182 1.0572 0.0946 -0.2582 -0.347
C -1.47168 -1.93473 -1.42182 -1.0041 -0.0854 0.8046 -0.625
C -1.56436 -0.47387 -1.03584 0.6462 0.2413 -0.4604 -0.415
C -0.26099 0.32766 -1.08987 -0.3670 0.0855 0.5931 -0.692
C 0.79408 -0.04261 -0.04927 0.2973 0.1043 -0.6336 -0.643
P 1.81918 -1.62706 -0.40697 0.2504 -0.3044 0.5398 0.659
C 1.20091 -2.48377 1.14469 -0.0268 -0.3107 -0.6917 -1.185
C 2.82394 -3.17686 -0.91774 -0.5085 0.1366 0.0901 -1.470
H -2.43412 -2.03404 1.31765 -0.1101 0.2066 0.0182 0.185
H -3.88041 -2.79484 1.60639 0.2854 -0.1445 0.1566 0.316
H -2.81514 -3.29443 -2.10815 -0.1971 -0.0804 0.0187 0.301
H -0.84998 -2.51690 -0.74036 0.3224 0.0602 0.0743 0.234
H -1.04062 -2.05927 -2.40463 -0.0554 0.0572 -0.3760 0.476
H -1.98272 -0.34589 -0.04481 -0.1898 -0.1222 0.2018 0.181
H -2.26835 -0.02505 -1.72866 -0.2496 0.1399 -0.0786 0.289
H 0.16511 0.35700 -2.09110 0.1342 -0.2854 -0.2513 0.367
H -0.53796 1.35423 -0.86501 -0.0260 0.0103 -0.1943 0.233
H 0.37409 -0.03237 0.95208 -0.2234 -0.1203 0.2298 0.410
H 1.51638 0.77377 -0.06254 0.2264 0.1121 0.0781 0.269
H 3.03288 -0.89320 -0.26621 -0.0766 -0.0016 0.0280 -0.064
H 1.23915 -1.70070 -1.71241 -0.1074 0.1612 -0.0480 -0.110
H 1.43963 -3.53819 1.09549 0.1808 -0.1607 0.1855 0.449
H 1.63694 -2.03423 2.02554 0.2194 0.1888 0.1632 0.365
H 0.12596 -2.41327 1.23642 -0.2962 0.2714 -0.0325 0.259
H 3.43870 -2.96627 -1.78867 0.2236 0.1317 -0.0622 0.446
H 3.40924 -3.59650 -0.10345 0.2822 0.0182 0.0419 0.400
H 2.09041 -3.92446 -1.21993 -0.0923 -0.2283 -0.0365 0.368
C 0.77364 6.22050 1.38900 0.1528 -0.2088 -0.0243 -0.930
N 0.67508 4.83653 0.96873 0.0330 0.1571 0.0534 0.108
C 1.85808 3.99315 1.01291 -0.1600 -0.0790 -0.0578 -0.887
C -0.47930 4.29917 0.53604 -0.1352 -0.0562 -0.0463 0.083
O -0.60798 3.14394 0.17400 0.0384 0.2758 0.1606 -0.593
H 1.49796 6.74947 0.76649 -0.0216 0.0833 0.0452 0.333
H 1.09588 6.27264 2.43082 -0.0102 0.0966 -0.0012 0.332
H -0.19343 6.70946 1.29550 -0.0260 -0.0290 -0.0148 0.293
H 2.08233 3.61406 0.01513 0.0506 -0.0377 0.0284 0.281
H 1.68265 3.13978 1.66889 0.0599 -0.0267 -0.0225 0.280
H 2.70365 4.56785 1.38184 -0.0240 0.0491 0.0072 0.383
H -1.31983 5.01375 0.53780 0.0230 -0.0020 0.0051 0.263
```
Forces are in eV/Å.

Results
SMILES: [H]/N=C(/N)NCCCC[PH2](C)C.CN(C)C=O
LUMO level in eV: 0.65
Total charge: 0

=====

A 2-piece molecular cluster, C3H3F2O3S overall, computed with wB97M-V/def2-TZVPD.

Geometry as XYZ:
```
12
Properties=species:S:1:pos:R:3:forces:R:3:mulliken_charge:R:1
C -1.71957 -2.29240 0.70176 0.5106 1.7429 1.4618 -0.274
C -1.69112 -1.20686 1.24449 -1.7387 0.3085 0.5658 -0.402
C 1.23292 0.25528 0.02422 0.2246 2.0364 -0.5572 0.215
O 1.04122 2.77025 -0.62088 -1.0124 -0.8184 0.8769 -0.664
O 0.80858 1.16258 -2.40496 1.1520 -0.2092 -0.6017 -0.711
O -0.98157 1.24713 -0.95115 -0.7963 0.5690 2.0806 -0.639
F 2.60281 0.46807 0.03584 -0.4990 -1.0634 -0.4179 -0.267
F 0.88370 -1.02184 -0.21704 0.7401 0.4981 0.1074 -0.189
S 0.43602 1.50609 -1.04697 0.8859 -0.1360 -3.4987 1.107
H -1.48190 -3.29054 0.50035 0.0085 -0.6950 -0.6558 0.364
H -2.03833 -0.29180 1.80600 1.0418 -1.4094 -1.3085 0.324
H 0.90724 0.69403 0.92833 -0.5173 -0.8237 1.9473 0.136
```
Forces are in eV/Å.

Results
LUMO level in eV: 3.71
Total charge: -1

=====

For the records above, the corresponding gap between HOMO and LUMO values read 9.058, 6.434, 9.759, 6.972, 8.420, 8.623 eV.
For the records above, the corresponding relative energy (zero: lowest compared OMol25 entry of this formula, charge and spin) values read 5.3989, 1.7008, 0.1156, 1.3433, 0.0000, 1.4766 eV.